# C67H63FO23S

A 9-piece molecular cluster, C67H63FO23S overall at a distorted geometry (wB97M-V/def2-TZVPD, the Open Molecules 2025 dataset).

Computed properties:
HOMO, eV: -9.300
LUMO, hartree: -0.076
Structure (SMILES): C#C[C@]1(CCO)C[C@@](CCCCCCOC(C)=O)(COCC)OS(=O)(=O)[C@@H]1F.O=C1C=CC(=O)C=C1.O=C1C=CC(=O)C=C1.O=C1C=CC(=O)C=C1.O=C1C=CC(=O)C=C1.O=C1C=CC(=O)C=C1.O=C1C=CC(=O)C=C1.O=C1C=CC(=O)C=C1.O=C1C=CC(=O)C=C1
Calculated total energy, hartree: -4818.60601
Kohn-Sham gap, eV: 7.2
Charge: 0

Atoms and positions in Å:
C: 0.491 -0.900 1.256
C: 0.270 -1.375 -0.068
C: -0.021 -1.529 -1.674
C: 1.118 -2.507 -2.411
C: 2.595 -2.430 -1.706
O: 2.683 -3.439 -0.614
C: -0.012 -0.124 -2.516
C: -1.010 1.042 -1.940
C: -0.263 2.263 -1.140
C: 1.064 2.874 -1.885
C: 2.330 2.636 -0.818
C: 3.805 2.841 -1.501
C: 4.567 1.393 -1.593
C: 4.503 0.663 -3.059
O: 3.604 1.337 -4.006
C: 3.117 0.435 -5.061
C: 1.756 0.956 -5.881
O: 3.706 -0.714 -5.421
C: -1.720 1.737 -3.285
O: -2.639 2.833 -2.959
C: -4.039 2.524 -3.268
C: -5.009 2.516 -1.905
O: -2.099 0.559 -1.073
S: -2.780 -0.898 -1.635
O: -3.635 -1.464 -0.435
O: -3.775 -0.743 -2.816
C: -1.496 -2.247 -1.996
F: -1.715 -3.485 -1.198
H: 0.957 -0.513 2.283
H: 1.208 -2.199 -3.559
H: 0.755 -3.620 -2.397
H: 2.927 -1.366 -1.354
H: 3.388 -2.764 -2.531
H: 3.288 -4.195 -0.922
H: -0.404 -0.389 -3.612
H: 1.106 0.194 -2.649
H: -0.994 3.185 -0.950
H: 0.018 1.872 -0.056
H: 1.000 4.053 -2.031
H: 1.304 2.358 -2.931
H: 2.148 1.545 -0.382
H: 2.112 3.384 0.082
H: 3.777 3.456 -2.496
H: 4.437 3.499 -0.732
H: 5.678 1.555 -1.207
H: 4.082 0.635 -0.812
H: 4.271 -0.479 -2.886
H: 5.605 0.703 -3.510
H: 2.108 1.804 -6.608
H: 1.288 0.021 -6.406
H: 0.997 1.429 -5.108
H: -0.806 2.234 -3.870
H: -2.145 0.915 -3.999
H: -4.449 3.444 -3.909
H: -4.216 1.575 -3.927
H: -5.893 1.738 -1.995
H: -5.416 3.623 -1.725
H: -4.279 2.291 -1.010
H: -1.488 -2.463 -3.169
O: 9.689 -3.460 -4.203
C: 8.637 -3.533 -3.583
C: 7.363 -3.085 -4.179
C: 6.215 -3.163 -3.499
C: 6.171 -3.702 -2.125
O: 5.119 -3.775 -1.505
C: 7.445 -4.150 -1.530
C: 8.594 -4.072 -2.209
H: 7.412 -2.694 -5.187
H: 5.271 -2.839 -3.921
H: 7.397 -4.542 -0.521
H: 9.537 -4.397 -1.787
O: 2.267 -4.763 -4.112
C: 2.008 -5.928 -3.841
C: 1.023 -6.697 -4.626
C: 0.740 -7.969 -4.327
C: 1.401 -8.659 -3.202
O: 1.143 -9.824 -2.931
C: 2.387 -7.890 -2.418
C: 2.670 -6.618 -2.716
H: 0.547 -6.177 -5.448
H: 0.019 -8.548 -4.892
H: 2.863 -8.410 -1.595
H: 3.391 -6.040 -2.151
O: -2.003 2.348 7.364
C: -1.263 2.125 6.416
C: -0.398 3.182 5.853
C: 0.409 2.938 4.816
C: 0.472 1.603 4.189
O: 1.212 1.380 3.241
C: -0.393 0.546 4.752
C: -1.200 0.790 5.789
H: -0.455 4.156 6.324
H: 1.049 3.701 4.391
H: -0.336 -0.428 4.281
H: -1.840 0.027 6.214
O: -2.293 -13.021 -2.205
C: -1.420 -13.052 -1.349
C: -0.194 -12.239 -1.473
C: 0.760 -12.275 -0.538
C: 0.630 -13.129 0.659
O: 1.503 -13.160 1.515
C: -0.596 -13.942 0.783
C: -1.550 -13.906 -0.151
H: -0.114 -11.617 -2.357
H: 1.666 -11.685 -0.615
H: -0.676 -14.564 1.667
H: -2.455 -14.496 -0.075
O: -1.026 8.471 1.076
C: -0.597 7.947 2.095
C: 0.632 7.129 2.078
C: 1.099 6.555 3.191
C: 0.407 6.714 4.485
O: 0.836 6.190 5.503
C: -0.822 7.532 4.502
C: -1.289 8.106 3.389
H: 1.129 7.023 1.121
H: 1.998 5.952 3.195
H: -1.319 7.639 5.459
H: -2.189 8.709 3.385
O: 3.695 -3.193 7.848
C: 3.469 -1.991 7.823
C: 3.996 -1.134 6.743
C: 3.750 0.180 6.717
C: 2.940 0.830 7.766
O: 2.714 2.032 7.741
C: 2.413 -0.027 8.847
C: 2.659 -1.341 8.872
H: 4.587 -1.626 5.980
H: 4.129 0.823 5.932
H: 1.821 0.465 9.609
H: 2.279 -1.984 9.657
O: -3.543 9.186 5.329
C: -4.441 8.356 5.361
C: -4.890 7.664 4.137
C: -5.873 6.758 4.173
C: -6.549 6.410 5.438
O: -7.447 5.579 5.470
C: -6.100 7.101 6.662
C: -5.118 8.007 6.626
H: -4.384 7.930 3.217
H: -6.215 6.242 3.284
H: -6.607 6.835 7.582
H: -4.775 8.523 7.515
O: -9.708 7.431 -3.146
C: -9.035 6.458 -3.454
C: -7.972 6.552 -4.475
C: -7.238 5.488 -4.813
C: -7.457 4.172 -4.180
O: -6.784 3.199 -4.488
C: -8.520 4.077 -3.159
C: -9.253 5.142 -2.821
H: -7.823 7.524 -4.930
H: -6.456 5.540 -5.560
H: -8.668 3.105 -2.704
H: -10.036 5.090 -2.074

Cartesian forces, eV/Å:
C -0.7 -3.1 -9.5
C 1.4 4.1 8.1
C 0.2 -1.0 0.2
C 0.2 0.3 0.2
C 0.6 -1.4 -1.3
O 0.5 0.2 -1.7
C -0.5 -0.5 0.0
C 0.5 2.3 -1.9
C -0.3 0.5 0.8
C 0.9 0.0 0.8
C -1.4 0.1 -0.5
C 0.2 0.1 1.7
C -0.3 0.0 0.4
C 2.7 -0.6 0.8
O -1.2 -3.5 -1.7
C 2.0 -3.7 -1.6
C 1.0 0.2 1.3
O -3.3 7.0 2.8
C 1.7 0.4 -0.2
O -0.2 -2.7 -0.8
C -2.4 1.4 -0.4
C 1.1 0.4 -0.1
O 0.7 -2.7 -1.8
S -8.8 -2.0 2.8
O 4.2 2.4 -3.9
O 4.7 0.2 2.8
C 2.6 -0.4 0.2
F 0.4 3.8 -2.3
H -1.3 -1.0 -2.8
H -0.2 -0.5 2.5
H 0.7 2.2 0.2
H -1.0 -2.0 -0.3
H -1.9 0.9 1.7
H -1.3 2.2 0.5
H 0.8 0.4 2.2
H -2.2 -0.3 0.5
H 1.2 -2.4 -0.6
H -0.5 0.7 -2.3
H -0.2 -2.7 0.1
H -0.5 1.2 2.3
H 0.8 2.2 -0.9
H 0.7 -1.6 -1.9
H -0.1 -1.5 1.8
H -1.3 -1.4 -1.7
H -2.2 -0.5 -1.3
H 0.9 1.8 -1.6
H 0.1 2.4 -0.7
H -2.4 -0.1 0.8
H -0.8 -1.8 1.2
H 1.1 2.0 0.9
H 1.6 -1.0 -1.6
H -1.8 -1.0 1.2
H 0.3 1.5 1.5
H 1.1 -2.0 1.2
H 0.7 1.6 1.5
H 2.0 1.7 0.2
H 0.7 -2.5 -0.4
H -1.7 0.1 -1.6
H -0.5 0.2 2.7
O -0.8 -0.1 0.5
C 0.8 0.1 -0.6
C -0.5 0.1 0.0
C 0.1 0.1 -0.3
C -0.4 0.0 0.2
O 1.1 -0.3 -0.4
C 0.4 0.0 0.0
C -0.2 -0.1 0.4
H 0.0 0.0 0.0
H 0.0 0.0 -0.1
H 0.0 0.0 0.0
H 0.0 0.0 0.0
O -0.1 -0.7 0.1
C 0.2 0.8 -0.2
C -0.2 -0.4 -0.1
C -0.1 0.4 -0.3
C -0.2 -0.7 0.2
O 0.2 0.8 -0.2
C 0.3 0.4 0.1
C 0.0 -0.4 0.2
H 0.0 0.0 0.0
H 0.0 0.0 0.0
H 0.0 0.0 0.0
H 0.0 0.0 0.0
O 0.5 -0.2 -0.7
C -0.5 0.2 0.7
C 0.3 0.2 -0.3
C -0.2 0.2 0.2
C 0.3 0.0 -0.3
O -0.2 0.0 0.4
C -0.3 -0.1 0.3
C 0.2 -0.4 -0.3
H 0.1 0.0 0.0
H 0.0 0.0 0.1
H 0.0 0.0 0.0
H 0.0 0.0 0.0
O 0.5 0.0 0.6
C -0.6 0.0 -0.6
C 0.3 0.1 0.1
C -0.2 0.1 -0.4
C 0.7 0.0 0.6
O -0.5 0.0 -0.5
C -0.4 -0.2 -0.2
C 0.1 -0.2 0.4
H 0.0 -0.1 0.1
H 0.0 0.0 0.0
H 0.0 0.0 0.0
H 0.0 0.0 0.0
O 0.3 -0.4 0.7
C -0.3 0.4 -0.7
C 0.4 -0.3 0.2
C 0.0 0.1 -0.5
C 0.2 -0.2 0.6
O -0.2 0.2 -0.6
C -0.3 0.2 -0.2
C 0.0 -0.1 0.3
H 0.0 0.0 0.0
H 0.0 0.0 0.0
H 0.0 0.0 0.0
H 0.1 0.0 0.1
O -0.2 0.8 0.0
C 0.2 -1.0 0.0
C 0.0 0.4 -0.2
C 0.2 -0.4 -0.2
C -0.2 0.9 0.0
O 0.1 -0.8 0.0
C -0.1 -0.4 0.2
C -0.2 0.4 0.2
H 0.0 0.0 0.0
H 0.0 0.0 0.0
H 0.0 0.0 0.0
H 0.0 0.0 0.0
O -0.5 -0.4 0.0
C 0.4 0.5 0.0
C -0.3 -0.3 -0.2
C 0.3 0.3 -0.3
C -0.8 -0.7 0.0
O 0.7 0.6 0.0
C 0.3 0.3 0.2
C -0.3 -0.2 0.2
H 0.0 0.0 0.0
H 0.0 0.0 0.0
H 0.0 0.0 -0.1
H 0.0 0.0 0.0
O 0.5 -0.6 -0.2
C -0.5 0.7 0.3
C 0.4 -0.2 -0.3
C -0.1 0.5 0.0
C 0.5 -0.7 -0.2
O -0.5 0.7 0.1
C -0.3 0.2 0.3
C 0.1 -0.5 0.0
H 0.0 0.0 0.0
H 0.0 0.0 0.0
H 0.0 0.0 0.0
H 0.0 0.0 0.0

Atom charges from the Löwdin analysis, given in e for atoms 1 to 99: atom 1 (C): 0.13, atom 2 (C): 0.02, atom 3 (C): -0.33, atom 4 (C): -0.11, atom 5 (C): -0.22, atom 6 (O): -0.14, atom 7 (C): -0.07, atom 8 (C): -0.37, atom 9 (C): -0.11, atom 10 (C): -0.18, atom 11 (C): -0.20, atom 12 (C): -0.20, atom 13 (C): -0.16, atom 14 (C): -0.18, atom 15 (O): -0.11, atom 16 (C): -0.28, atom 17 (C): 0.00, atom 18 (O): -0.04, atom 19 (C): -0.14, atom 20 (O): -0.18, atom 21 (C): -0.24, atom 22 (C): -0.09, atom 23 (O): -0.21, atom 24 (S): 0.87, atom 25 (O): -0.35, atom 26 (O): -0.35, atom 27 (C): -0.20, atom 28 (F): -0.05, atom 29 (H): 0.05, atom 30 (H): 0.13, atom 31 (H): 0.12, atom 32 (H): 0.11, atom 33 (H): 0.10, atom 34 (H): 0.07, atom 35 (H): 0.14, atom 36 (H): 0.13, atom 37 (H): 0.14, atom 38 (H): 0.12, atom 39 (H): 0.13, atom 40 (H): 0.09, atom 41 (H): 0.10, atom 42 (H): 0.12, atom 43 (H): 0.12, atom 44 (H): 0.11, atom 45 (H): 0.12, atom 46 (H): 0.11, atom 47 (H): 0.10, atom 48 (H): 0.14, atom 49 (H): 0.10, atom 50 (H): 0.10, atom 51 (H): 0.06, atom 52 (H): 0.13, atom 53 (H): 0.13, atom 54 (H): 0.11, atom 55 (H): 0.12, atom 56 (H): 0.09, atom 57 (H): 0.08, atom 58 (H): 0.08, atom 59 (H): 0.18, atom 60 (O): 0.11, atom 61 (C): -0.38, atom 62 (C): 0.03, atom 63 (C): 0.03, atom 64 (C): -0.35, atom 65 (O): 0.06, atom 66 (C): 0.03, atom 67 (C): 0.03, atom 68 (H): 0.13, atom 69 (H): 0.11, atom 70 (H): 0.12, atom 71 (H): 0.12, atom 72 (O): 0.09, atom 73 (C): -0.37, atom 74 (C): 0.03, atom 75 (C): 0.03, atom 76 (C): -0.36, atom 77 (O): 0.09, atom 78 (C): 0.04, atom 79 (C): 0.04, atom 80 (H): 0.12, atom 81 (H): 0.13, atom 82 (H): 0.13, atom 83 (H): 0.11, atom 84 (O): 0.11, atom 85 (C): -0.38, atom 86 (C): 0.03, atom 87 (C): 0.03, atom 88 (C): -0.37, atom 89 (O): 0.06, atom 90 (C): 0.02, atom 91 (C): 0.03, atom 92 (H): 0.11, atom 93 (H): 0.11, atom 94 (H): 0.11, atom 95 (H): 0.13, atom 96 (O): 0.10, atom 97 (C): -0.38, atom 98 (C): 0.02, atom 99 (C): 0.02

***

# C33H32FeN6O2SSi

C33H32FeN6O2SSi as an isolated structure (wB97M-V/def2-TZVPD, the Open Molecules 2025 dataset).

Computed properties:
HOMO (spin up / spin down), eV: -1.244 / -1.242
LUMO (spin up / spin down), hartree: 0.172 / 0.172
Calculated total energy, hartree: -3707.32002
Kohn-Sham gap (spin up / spin down), eV: 5.9 / 5.9
Charge: -2

Atoms and positions in Å:
Fe: -0.139 -0.822 -0.111
O: 1.023 -4.442 1.180
C: 0.661 -3.288 0.960
N: -0.207 -2.785 0.065
C: -1.445 -3.404 -0.072
C: -1.669 -4.764 -0.257
C: -2.969 -5.258 -0.310
C: -4.044 -4.390 -0.177
C: -3.825 -3.030 0.026
C: -2.533 -2.515 0.089
N: -2.237 -1.144 0.205
C: -3.023 -0.409 0.990
O: -3.767 -0.774 1.919
C: -3.121 1.080 0.655
C: -3.426 1.971 1.688
C: -3.697 3.289 1.378
C: -3.675 3.679 0.045
C: -3.360 2.725 -0.909
N: -3.090 1.456 -0.621
C: 0.989 -2.206 1.995
C: 1.573 -2.520 3.210
C: 1.506 -1.592 4.239
C: 0.831 -0.397 4.028
C: 0.297 -0.144 2.772
N: 0.406 -1.006 1.772
H: -0.812 -5.417 -0.349
H: -3.137 -6.320 -0.456
H: -5.060 -4.766 -0.221
H: -4.662 -2.359 0.163
H: -3.470 1.587 2.698
H: -3.931 4.003 2.161
H: -3.877 4.702 -0.251
H: -3.312 2.988 -1.962
H: 2.031 -3.493 3.321
H: 1.950 -1.809 5.204
H: 0.717 0.336 4.815
H: -0.221 0.777 2.540
C: -1.277 -2.267 -3.258
C: -0.976 -0.799 -3.202
C: -1.086 0.034 -4.311
C: -0.761 1.381 -4.149
C: -0.364 1.873 -2.928
C: -0.306 0.986 -1.824
N: -0.604 -0.326 -2.026
N: 0.034 1.224 -0.556
Si: 0.915 2.634 -0.141
C: 1.610 2.609 1.605
C: 2.385 2.888 -1.310
C: -0.135 4.210 -0.185
H: -1.281 -2.633 -4.286
H: -2.250 -2.465 -2.803
H: -0.536 -2.814 -2.675
H: -1.394 -0.366 -5.268
H: -0.814 2.051 -5.003
H: -0.101 2.916 -2.805
H: 2.112 1.670 1.824
H: 0.855 2.792 2.371
H: 2.355 3.408 1.676
H: 2.523 1.982 -1.904
H: 3.306 3.050 -0.744
H: 2.254 3.733 -1.992
H: -1.009 4.092 0.460
H: -0.496 4.436 -1.191
H: 0.443 5.069 0.171
S: 2.141 -1.030 -1.197
C: 3.599 -0.504 -0.406
C: 3.733 -0.351 0.985
C: 4.911 0.084 1.568
C: 6.027 0.382 0.793
C: 5.923 0.228 -0.587
C: 4.745 -0.201 -1.169
H: 2.886 -0.587 1.613
H: 4.957 0.191 2.647
H: 6.948 0.724 1.249
H: 6.775 0.456 -1.220
H: 4.677 -0.303 -2.246

Cartesian forces, eV/Å:
Fe -0.1 0.0 -0.5
O -0.1 -0.1 0.0
C 0.0 0.3 0.1
N 0.2 -0.1 0.2
C -0.1 0.0 0.0
C 0.0 0.0 -0.1
C 0.0 0.0 0.0
C 0.1 0.0 0.0
C 0.0 0.0 0.0
C 0.0 0.1 -0.1
N 0.1 0.0 0.3
C -0.1 0.1 -0.2
O 0.0 0.0 -0.1
C 0.1 -0.1 0.1
C 0.1 0.0 -0.1
C 0.0 0.0 0.0
C 0.0 0.0 0.0
C 0.0 0.0 0.1
N 0.0 -0.1 0.0
C -0.2 0.0 -0.2
C 0.0 0.1 0.0
C 0.0 0.1 -0.1
C 0.0 0.0 0.0
C 0.2 0.0 0.0
N 0.2 -0.5 0.1
H 0.0 0.0 0.0
H 0.0 0.0 0.0
H 0.0 0.0 0.0
H 0.0 0.0 0.0
H 0.0 0.0 0.0
H 0.0 0.0 0.0
H 0.0 0.0 0.0
H 0.0 0.0 0.0
H 0.0 0.0 0.0
H 0.0 0.0 0.0
H 0.0 0.0 0.0
H 0.0 0.0 0.0
C 0.0 0.0 0.0
C -0.1 -0.1 0.0
C 0.0 0.0 0.0
C 0.0 0.0 0.0
C 0.0 0.0 0.0
C -0.1 -0.1 -0.1
N 0.1 0.0 0.1
N -0.1 0.4 0.2
Si 0.0 -0.1 -0.2
C 0.0 0.0 0.0
C 0.0 0.0 0.0
C 0.0 0.0 0.0
H 0.0 0.0 0.0
H 0.0 0.0 0.0
H 0.0 0.0 0.0
H 0.0 0.0 0.0
H 0.0 0.0 0.0
H 0.0 0.0 0.0
H 0.1 -0.1 0.0
H -0.1 0.0 0.0
H 0.0 0.0 0.0
H 0.0 0.0 0.0
H 0.0 0.0 0.0
H 0.0 0.0 0.0
H 0.0 0.0 0.0
H 0.0 0.0 0.0
H 0.0 0.0 0.0
S 0.0 -0.1 0.2
C 0.0 0.1 0.0
C -0.1 0.0 0.0
C 0.1 0.0 0.0
C 0.0 0.0 0.0
C 0.0 0.0 0.0
C 0.0 0.0 -0.1
H 0.0 0.0 0.0
H 0.0 0.0 0.0
H 0.0 0.0 0.0
H 0.0 0.0 0.0
H 0.0 0.0 0.0

In elementary charge units, the Löwdin charges are: atom 1 (Fe): 0.33, atom 2 (O): 0.02, atom 3 (C): -0.47, atom 4 (N): 0.00, atom 5 (C): -0.23, atom 6 (C): -0.04, atom 7 (C): -0.14, atom 8 (C): -0.14, atom 9 (C): -0.04, atom 10 (C): -0.21, atom 11 (N): 0.08, atom 12 (C): -0.49, atom 13 (O): -0.02, atom 14 (C): -0.19, atom 15 (C): -0.03, atom 16 (C): -0.10, atom 17 (C): -0.11, atom 18 (C): -0.16, atom 19 (N): 0.15, atom 20 (C): -0.17, atom 21 (C): -0.01, atom 22 (C): -0.08, atom 23 (C): -0.06, atom 24 (C): -0.12, atom 25 (N): 0.04, atom 26 (H): 0.10, atom 27 (H): 0.08, atom 28 (H): 0.08, atom 29 (H): 0.10, atom 30 (H): 0.11, atom 31 (H): 0.09, atom 32 (H): 0.09, atom 33 (H): 0.10, atom 34 (H): 0.11, atom 35 (H): 0.09, atom 36 (H): 0.09, atom 37 (H): 0.10, atom 38 (C): -0.02, atom 39 (C): -0.32, atom 40 (C): -0.07, atom 41 (C): -0.11, atom 42 (C): -0.05, atom 43 (C): -0.49, atom 44 (N): 0.04, atom 45 (N): -0.08, atom 46 (Si): 0.39, atom 47 (C): -0.18, atom 48 (C): -0.17, atom 49 (C): -0.18, atom 50 (H): 0.07, atom 51 (H): 0.08, atom 52 (H): 0.07, atom 53 (H): 0.08, atom 54 (H): 0.09, atom 55 (H): 0.08, atom 56 (H): 0.00, atom 57 (H): 0.02, atom 58 (H): 0.03, atom 59 (H): 0.01, atom 60 (H): 0.02, atom 61 (H): 0.01, atom 62 (H): 0.00, atom 63 (H): 0.01, atom 64 (H): 0.02, atom 65 (S): 0.69, atom 66 (C): -0.68, atom 67 (C): -0.13, atom 68 (C): -0.12, atom 69 (C): -0.15, atom 70 (C): -0.14, atom 71 (C): -0.16, atom 72 (H): 0.07, atom 73 (H): 0.09, atom 74 (H): 0.07, atom 75 (H): 0.08, atom 76 (H): 0.08

***

Question: Which value of charge does entry 2 give?
Answer: -2

***

Question: Which formula does entry 2 have?
Answer: C33H32FeN6O2SSi